The following is a quantum chemistry calculation of 10 unconnected molecules or ions with the total composition C58H146N10O19, from the OMol25 dataset.

Structure (ORCA input):
```
! wB97M-V def2-TZVPD RIJCOSX def2/J DEFGRID3
* xyz 0 1
C 19.023 20.220 16.051
O 19.492 21.527 16.178
C 18.487 22.480 16.140
C 19.207 23.805 16.132
C 19.988 24.070 17.319
N 18.181 24.769 15.998
H 19.863 19.532 16.058
H 18.499 20.039 15.088
H 18.301 20.004 16.838
H 17.954 22.387 15.187
H 17.769 22.291 16.941
H 19.809 23.665 15.224
H 19.404 23.987 18.235
H 20.404 25.080 17.365
H 20.776 23.310 17.358
H 18.609 25.593 15.609
H 17.472 24.479 15.331
C 25.402 12.644 14.173
O 25.010 12.955 12.818
C 25.775 14.111 12.367
C 25.515 15.410 13.136
N 24.100 15.653 13.287
C 23.831 16.583 14.392
C 22.310 16.736 14.627
O 22.001 16.181 15.932
C 20.651 16.408 16.326
H 26.478 12.526 14.309
H 24.984 11.692 14.433
H 25.096 13.420 14.883
H 25.507 14.173 11.319
H 26.851 13.855 12.461
H 25.939 16.240 12.562
H 26.074 15.296 14.057
H 23.613 14.765 13.346
H 24.381 17.480 14.128
H 24.265 16.245 15.337
H 21.907 16.096 13.825
H 21.907 17.742 14.444
H 20.503 15.752 17.186
H 19.972 16.147 15.504
H 20.559 17.464 16.598
C 24.450 26.393 16.410
O 24.462 25.554 15.249
C 25.518 25.969 14.349
C 25.322 25.268 13.049
N 25.653 23.875 13.259
C 25.061 22.921 12.281
C 23.582 22.627 12.607
O 23.659 21.917 13.895
C 22.388 21.290 14.164
H 24.162 27.421 16.130
H 25.427 26.354 16.900
H 23.730 25.965 17.094
H 26.467 25.861 14.876
H 25.423 27.056 14.154
H 25.990 25.713 12.300
H 24.279 25.394 12.732
H 25.285 23.566 14.148
H 25.632 21.996 12.293
H 25.249 23.424 11.333
H 23.044 22.006 11.880
H 23.022 23.556 12.749
H 21.595 22.053 14.243
H 22.437 20.784 15.137
H 22.131 20.594 13.346
C 15.177 24.431 13.769
O 15.405 24.037 15.104
C 14.338 24.415 16.001
C 14.750 24.208 17.439
N 15.733 25.191 17.866
C 16.246 24.943 19.195
C 17.385 25.929 19.415
O 18.092 25.539 20.620
C 19.379 26.178 20.667
H 15.954 23.960 13.181
H 15.184 25.522 13.662
H 14.214 24.057 13.389
H 13.498 23.753 15.787
H 14.039 25.459 15.799
H 15.152 23.194 17.592
H 13.901 24.164 18.112
H 16.533 25.065 17.247
H 16.725 23.960 19.308
H 15.480 25.064 19.972
H 17.032 26.966 19.482
H 18.065 25.887 18.553
H 19.310 27.262 20.526
H 19.986 25.829 19.837
H 19.790 25.985 21.651
C 14.497 20.373 26.623
O 15.315 19.506 25.863
C 15.476 19.910 24.492
C 15.975 18.651 23.787
N 16.120 18.895 22.365
C 17.201 19.763 21.940
C 17.153 19.919 20.439
O 17.639 21.183 20.009
C 19.081 21.282 19.907
H 14.876 21.396 26.574
H 14.519 20.021 27.646
H 13.471 20.382 26.232
H 16.144 20.776 24.510
H 14.493 20.210 24.121
H 15.240 17.884 24.045
H 16.946 18.334 24.181
H 15.252 19.269 22.011
H 18.117 19.230 22.239
H 17.223 20.723 22.470
H 16.135 19.871 20.050
H 17.724 19.102 19.957
H 19.550 20.868 20.799
H 19.282 22.343 19.951
H 19.405 20.810 18.971
C 20.938 27.896 16.902
O 20.290 28.186 18.113
C 19.207 29.136 17.955
C 19.738 30.524 17.645
N 18.748 31.520 17.969
C 19.028 32.909 17.654
C 20.137 33.560 18.403
O 19.734 33.738 19.743
C 20.742 34.240 20.617
H 21.418 28.779 16.438
H 20.214 27.545 16.143
H 21.648 27.103 17.088
H 18.681 29.139 18.915
H 18.600 28.711 17.143
H 19.970 30.648 16.579
H 20.699 30.646 18.192
H 18.521 31.474 18.948
H 18.136 33.526 17.847
H 19.206 33.053 16.589
H 20.379 34.550 18.004
H 21.113 33.046 18.422
H 20.391 34.398 21.635
H 21.108 35.211 20.272
H 21.608 33.548 20.651
C 23.008 19.601 18.061
O 24.158 20.366 17.832
C 23.826 21.745 17.938
C 25.014 22.516 17.369
N 26.230 22.366 18.172
C 27.309 23.214 17.658
C 28.534 23.111 18.552
O 28.156 23.660 19.799
C 29.187 23.459 20.719
H 22.207 19.870 17.361
H 22.590 19.809 19.058
H 23.335 18.580 17.952
H 23.838 22.056 18.986
H 22.860 21.988 17.468
H 24.660 23.562 17.349
H 25.304 22.211 16.370
H 26.138 22.498 19.170
H 27.100 24.290 17.588
H 27.488 22.833 16.650
H 29.487 23.579 18.238
H 28.731 22.031 18.702
H 29.443 22.405 20.809
H 28.934 23.847 21.695
H 30.117 23.926 20.380
C 17.178 31.673 13.251
O 17.873 30.449 13.435
C 17.269 29.627 14.455
C 17.888 28.234 14.386
N 17.515 27.597 13.131
C 18.216 26.405 12.748
C 19.767 26.433 12.597
O 20.280 26.317 13.929
C 21.694 26.455 13.793
H 16.140 31.466 12.960
H 17.710 32.242 12.497
H 17.177 32.249 14.203
H 16.175 29.732 14.363
H 17.536 30.078 15.410
H 17.673 27.567 15.215
H 18.955 28.502 14.482
H 17.534 28.294 12.401
H 17.741 26.000 11.845
H 18.213 25.696 13.551
H 20.070 27.315 12.038
H 20.074 25.545 12.024
H 22.020 25.726 13.051
H 22.144 26.171 14.729
H 21.866 27.464 13.423
C 12.920 21.112 14.601
O 13.601 20.914 15.835
C 14.532 19.842 15.723
C 14.980 19.544 17.138
N 13.937 19.121 18.048
C 13.418 17.784 17.800
C 11.939 17.659 18.261
O 11.063 18.597 17.607
C 10.826 18.223 16.273
H 13.605 21.440 13.800
H 12.190 21.901 14.786
H 12.418 20.198 14.248
H 15.397 20.131 15.098
H 14.105 18.936 15.266
H 15.425 20.450 17.576
H 15.857 18.891 17.145
H 13.110 19.706 17.994
H 13.953 17.022 18.365
H 13.342 17.482 16.737
H 11.914 17.981 19.288
H 11.610 16.636 18.050
H 11.734 18.321 15.673
H 10.088 18.948 15.922
H 10.416 17.199 16.221
C 22.236 14.128 10.623
O 21.485 15.288 10.347
C 20.119 15.018 10.726
C 19.363 16.278 10.320
N 19.678 17.385 11.205
C 19.074 18.636 10.782
C 19.371 19.779 11.721
O 18.927 20.977 11.113
C 19.281 22.107 11.923
H 23.258 14.284 10.294
H 21.844 13.276 10.045
H 22.261 13.932 11.688
H 20.114 14.818 11.801
H 19.665 14.230 10.100
H 18.293 16.098 10.360
H 19.644 16.476 9.272
H 20.679 17.474 11.251
H 18.008 18.520 10.586
H 19.512 18.905 9.814
H 20.486 19.781 11.796
H 18.992 19.637 12.740
H 18.866 22.948 11.369
H 20.369 22.124 11.981
H 18.887 21.931 12.922
*
```

The molar mass comes out at 1287.857 g mol⁻¹. The HOMO energy is -8.256 eV. The SMILES is COC[C@H](C)N.COCCNCCOC.COCCNCCOC.COCCNCCOC.COCCNCCOC.COCCNCCOC.COCCNCCOC.COCCNCCOC.COCCNCCOC.COCCNCCOC. The calculation puts the largest force on an atom at 0.0474 Eh/bohr. As for the calculated total energy: -116303.433 eV.

Atom charges from the Mulliken analysis, given in e for atoms 1 to 2: atom 1 (C): 0.222, atom 2 (O): 1.431